Entry 1:
Density functional theory data (ωB97M-V/def2-TZVPD) for a cluster of 5 separate species, C27H64O19P4 in total in a non-equilibrium geometry.

Structure (ORCA input):
```
! RIJCOSX wB97M-V def2-TZVPD def2/J DEFGRID3
* xyz 0 1
C -2.597 -8.394 4.723
C -1.279 -9.166 4.705
O -0.533 -8.718 3.607
P 0.832 -7.847 3.704
O 1.909 -8.762 4.141
O 1.017 -7.089 2.271
C 1.678 -7.774 1.162
C 0.718 -7.579 0.024
O 0.378 -6.689 4.699
C 1.272 -5.651 5.000
C 0.935 -4.941 6.299
H -3.074 -8.670 3.783
H -3.181 -8.825 5.536
H -2.513 -7.315 4.855
H -0.771 -9.055 5.662
H -1.575 -10.206 4.563
H 2.594 -7.203 1.013
H 1.904 -8.818 1.376
H -0.254 -8.045 0.182
H 0.438 -6.540 -0.147
H 1.184 -7.858 -0.921
H 2.314 -5.973 5.004
H 1.096 -4.861 4.271
H -0.027 -4.453 6.145
H 0.813 -5.680 7.092
H 1.600 -4.086 6.416
C -1.439 -3.686 -7.211
C -1.849 -2.812 -6.040
O -2.596 -1.657 -6.460
P -2.432 -0.281 -5.636
O -3.017 -0.302 -4.264
O -0.813 0.031 -5.640
C -0.203 0.358 -6.862
C 1.311 0.404 -6.632
O -3.047 0.875 -6.647
C -4.462 0.835 -6.998
C -5.256 1.661 -5.966
H -0.598 -3.297 -7.785
H -1.138 -4.652 -6.805
H -2.284 -3.847 -7.880
H -2.528 -3.350 -5.378
H -0.982 -2.594 -5.417
H -0.422 -0.453 -7.556
H -0.611 1.240 -7.356
H 1.504 -0.518 -6.083
H 1.966 0.408 -7.503
H 1.715 1.182 -5.984
H -4.562 1.222 -8.012
H -4.800 -0.201 -7.025
H -5.151 1.173 -4.998
H -4.895 2.688 -5.918
H -6.268 1.675 -6.371
C 3.936 1.525 -0.184
C 3.604 3.064 -0.370
O 4.385 3.589 -1.454
P 5.134 5.016 -1.455
O 5.668 5.439 -2.767
O 4.126 6.060 -0.725
C 4.739 7.250 -0.335
C 3.722 7.783 0.559
O 6.305 4.650 -0.375
C 7.646 4.264 -0.819
C 8.571 5.493 -1.075
H 3.371 0.998 0.585
H 3.676 1.104 -1.155
H 5.018 1.398 -0.130
H 2.544 3.094 -0.619
H 3.855 3.533 0.581
H 5.697 7.081 0.157
H 4.787 7.917 -1.195
H 3.690 7.163 1.455
H 4.002 8.782 0.893
H 2.676 7.764 0.253
H 7.987 3.701 0.050
H 7.649 3.556 -1.648
H 8.176 6.058 -1.920
H 8.610 6.241 -0.283
H 9.573 5.216 -1.402
C -4.183 7.248 1.418
C -3.141 6.819 2.505
O -3.163 5.410 2.762
P -1.889 4.381 2.883
O -0.608 5.007 2.683
O -2.186 3.188 1.767
C -3.566 2.693 1.758
C -4.505 3.468 0.809
O -2.018 3.627 4.330
C -1.108 2.524 4.586
C -0.025 3.131 5.472
H -4.109 8.278 1.071
H -3.936 6.703 0.507
H -5.192 6.950 1.702
H -2.130 7.086 2.196
H -3.287 7.313 3.465
H -3.404 1.696 1.348
H -3.912 2.465 2.766
H -3.991 3.626 -0.139
H -5.413 2.939 0.519
H -4.802 4.435 1.215
H -1.628 1.700 5.074
H -0.835 2.106 3.617
H 0.811 2.432 5.480
H 0.347 4.085 5.098
H -0.355 3.424 6.468
O -3.835 -3.071 3.703
C -3.142 -3.353 2.743
O -3.487 -4.206 1.768
C -2.398 -4.351 0.821
C -1.441 -3.152 1.232
O -1.914 -2.779 2.501
H -1.989 -5.348 0.983
H -2.734 -4.242 -0.210
H -1.580 -2.338 0.521
H -0.421 -3.535 1.223
*
```

Calculated values
LUMO	0.162	eV
HOMO	-0.3768	Ha
HOMO-LUMO gap	10.41	eV
SMILES string	CCOP(=O)(OCC)OCC.CCOP(=O)(OCC)OCC.CCOP(=O)(OCC)OCC.CCOP(=O)(OCC)OCC.O=C1OCCO1


Entry 2:
Density functional theory data (ωB97M-V/def2-TZVPD) for the molecule C4H7NO in a non-equilibrium geometry.

Structure (ORCA input):
```
! RIJCOSX wB97M-V def2-TZVPD def2/J DEFGRID3
* xyz 0 1
C 1.183 1.053 0.116
C -0.090 0.492 -0.511
C -0.051 -0.995 -0.756
N -0.499 -1.508 0.549
C -1.307 -0.666 1.055
O -1.425 0.555 0.543
H 0.869 1.677 0.948
H 1.743 1.691 -0.584
H 1.876 0.285 0.492
H -0.574 1.136 -1.224
H -0.753 -1.302 -1.547
H 0.927 -1.442 -0.999
H -1.900 -0.976 1.917
*
```

Calculated values
LUMO	0.985	eV
HOMO	-0.3459	Ha
HOMO-LUMO gap	10.40	eV
SMILES string	C[C@H]1CN=CO1


Entry 3:
Density functional theory data (ωB97M-V/def2-TZVPD) for a structure of composition C27H22Cl2N5OSe4W in a non-equilibrium geometry.

Structure (ORCA input):
```
! RIJCOSX wB97M-V def2-TZVPD def2/J DEFGRID3
* xyz 1 1
W 0.031 -0.237 -0.862
C 1.288 1.620 1.510
N 0.548 0.338 1.440
C -0.604 0.469 2.409
C -1.613 1.527 2.045
C -1.565 2.785 2.633
C -2.504 3.737 2.261
C -3.463 3.388 1.328
C -3.456 2.092 0.830
N -2.556 1.176 1.172
C 1.384 -0.772 1.970
C 2.245 -1.464 0.964
C 3.429 -2.059 1.358
C 4.168 -2.784 0.437
C 3.697 -2.883 -0.861
C 2.518 -2.246 -1.189
N 1.797 -1.551 -0.298
C 2.429 1.689 0.551
C 3.534 2.485 0.809
C 4.536 2.564 -0.143
C 4.403 1.830 -1.311
C 3.268 1.060 -1.484
N 2.296 0.995 -0.576
H 0.591 2.421 1.270
H 1.643 1.773 2.535
H -1.111 -0.490 2.481
H -0.167 0.696 3.387
H -0.805 3.017 3.369
H -2.488 4.726 2.700
H -4.216 4.093 1.004
H -4.214 1.771 0.124
H 1.992 -0.417 2.807
H 0.700 -1.531 2.358
H 3.761 -1.954 2.382
H 5.095 -3.258 0.728
H 4.232 -3.434 -1.621
H 2.134 -2.272 -2.200
H 3.600 3.034 1.739
H 5.407 3.183 0.025
H 5.159 1.854 -2.083
H 3.115 0.485 -2.389
Se 0.691 -0.055 -3.125
Se -0.620 -2.631 -1.756
Se -2.204 -2.737 -3.323
Se -1.226 -2.035 0.432
Cl 0.310 4.620 -1.480
C -1.010 3.635 -1.984
C -2.078 4.180 -2.718
C -3.184 3.425 -3.012
Cl -4.511 4.151 -3.843
C -3.270 2.064 -2.620
C -4.395 1.217 -2.758
C -4.343 -0.025 -2.205
C -3.161 -0.478 -1.587
N -2.065 0.245 -1.524
C -2.136 1.535 -1.997
C -1.052 2.321 -1.602
O -0.189 1.706 -0.796
H -2.035 5.217 -3.022
H -5.288 1.578 -3.248
H -5.189 -0.695 -2.241
H -3.166 -1.422 -1.070
*
```

Calculated values
LUMO (alpha / beta)	-4.162 / -4.147	eV
HOMO (alpha / beta)	-0.3631 / -0.3631	Ha
HOMO-LUMO gap (alpha / beta)	5.72 / 5.73	eV


Entry 4:
Density functional theory data (ωB97M-V/def2-TZVPD) for a structure of composition C4H10N2O2 in a non-equilibrium geometry.

Structure (ORCA input):
```
! RIJCOSX wB97M-V def2-TZVPD def2/J DEFGRID3
* xyz 0 1
N 2.108 0.957 0.496
C 1.934 -0.607 0.746
C 0.401 -0.997 0.207
N 0.030 -0.065 -0.846
C -1.460 0.139 -1.152
C -2.247 0.854 0.019
O -2.141 0.332 1.231
O 0.369 -2.369 -0.185
H 3.030 1.392 0.369
H 2.340 -0.107 -0.193
H 2.364 -1.674 0.689
H 1.646 -0.729 1.798
H -0.259 -0.755 1.135
H -1.563 0.715 -2.061
H -1.734 -0.924 -1.291
H -1.751 1.930 -0.008
H -3.434 1.060 -0.537
H 0.367 0.849 -0.414
*
```

Calculated values
LUMO	-3.904	eV
HOMO	-0.3311	Ha
HOMO-LUMO gap	5.10	eV


Entry 5:
Density functional theory data (ωB97M-V/def2-TZVPD) for the molecule C4H7N3O in a non-equilibrium geometry.

Structure (ORCA input):
```
! RIJCOSX wB97M-V def2-TZVPD def2/J DEFGRID3
* xyz 0 1
C 2.727 -0.642 0.002
N 1.734 0.436 -0.163
C 0.339 0.336 -0.034
N -0.530 -0.668 -0.143
C -1.781 -0.048 -0.043
N -2.899 -0.817 -0.035
C -1.566 1.309 -0.110
O -0.177 1.542 0.019
H 2.743 -1.385 -0.836
H 3.694 -0.108 0.149
H 2.475 -1.210 0.927
H 2.016 1.351 0.037
H -2.766 -1.837 0.113
H -3.774 -0.473 0.087
H -2.234 2.213 0.028
*
```

Calculated values
LUMO	0.988	eV
HOMO	-0.2715	Ha
HOMO-LUMO gap	8.37	eV
SMILES string	CNc1nc(N)co1


Results for ΔE to the lowest compared entry with this formula, charge and spin: 69.3, 42.1, 0.0, 324.2, 31.4 (in kcal per mole, following the order of the records).